Record 1
Density functional theory data (wB97M-V/def2-TZVPD) for a cluster of 2 separate species, C50H56N7 in total.

Computed properties:
Frontier orbital gap (Eh): 0.13413
Total charge: +1

Last column: Löwdin charge in e.
Atoms and positions in Å:
1 C 3.08 5.04 6.16  -0.0564
2 N 2.46 3.74 5.99  -0.2152
3 C 3.08 2.67 6.74  -0.0517
4 C 1.52 3.50 5.01  -0.2165
5 C 0.33 2.78 5.30  0.0076
6 C -0.60 2.55 4.30  -0.0027
7 C -0.37 2.97 2.96  -0.2061
8 C -1.34 2.70 1.95  0.0476
9 C -1.26 3.14 0.64  -0.0086
10 C -2.24 2.94 -0.35  -0.0691
11 C -1.96 3.34 -1.73  -0.1847
12 C -0.72 3.02 -2.33  -0.0085
13 C -0.46 3.41 -3.63  0.0210
14 C -1.40 4.18 -4.35  -0.2371
15 N -1.13 4.57 -5.67  -0.2599
16 C -1.54 3.77 -6.81  -0.0704
17 C -0.46 5.80 -6.00  -0.0712
18 C -2.62 4.54 -3.74  0.0175
19 C -2.90 4.10 -2.46  -0.0016
20 C -3.55 2.36 -0.04  -0.1863
21 C -4.34 2.81 1.04  -0.0286
22 C -5.58 2.24 1.29  0.0170
23 C -6.04 1.16 0.51  -0.2366
24 N -7.27 0.56 0.79  -0.2581
25 C -8.51 1.03 0.22  -0.0704
26 C -7.41 -0.55 1.71  -0.0715
27 C -5.24 0.69 -0.55  0.0181
28 C -4.04 1.29 -0.84  0.0061
29 C 0.84 3.66 2.68  0.0083
30 C 1.75 3.95 3.68  0.0115
31 H 2.55 5.78 5.57  0.0951
32 H 3.03 5.32 7.23  0.0974
33 H 4.14 5.01 5.87  0.0927
34 H 2.63 1.71 6.45  0.0941
35 H 4.16 2.65 6.53  0.0958
36 H 2.95 2.83 7.82  0.0930
37 H 0.15 2.47 6.33  0.1269
38 H -1.53 2.04 4.54  0.1245
39 H -2.21 2.12 2.26  0.1264
40 H -0.36 3.66 0.31  0.1145
41 H 0.01 2.44 -1.77  0.1260
42 H 0.47 3.13 -4.13  0.1298
43 H -2.04 2.86 -6.45  0.0927
44 H -2.22 4.34 -7.45  0.0840
45 H -0.66 3.49 -7.40  0.0848
46 H -0.20 6.33 -5.08  0.0921
47 H 0.46 5.59 -6.57  0.0843
48 H -1.11 6.43 -6.62  0.0841
49 H -3.32 5.16 -4.30  0.1287
50 H -3.84 4.39 -1.98  0.1269
51 H -3.98 3.63 1.65  0.1246
52 H -6.21 2.61 2.10  0.1276
53 H -8.30 1.88 -0.45  0.0926
54 H -9.00 0.23 -0.35  0.0848
55 H -9.20 1.35 1.01  0.0839
56 H -6.42 -0.82 2.10  0.0906
57 H -8.07 -0.28 2.54  0.0838
58 H -7.85 -1.42 1.20  0.0847
59 H -5.61 -0.15 -1.15  0.1159
60 H -3.43 0.92 -1.67  0.1294
61 H 1.06 3.97 1.66  0.1128
62 H 2.67 4.48 3.46  0.1251
63 C 8.79 -2.05 0.06  -0.0895
64 C 8.36 -1.05 0.96  -0.0846
65 C 7.09 -1.12 1.52  -0.0544
66 C 6.22 -2.17 1.20  -0.2140
67 C 4.85 -2.22 1.84  -0.1214
68 N 3.99 -3.31 1.33  -0.1107
69 C 3.58 -4.30 2.29  -0.1447
70 C 3.12 -5.56 1.59  -0.1328
71 N 2.18 -5.26 0.54  -0.0868
72 C 1.10 -6.18 0.28  -0.1345
73 C 0.74 -6.22 -1.18  -0.1420
74 N 0.59 -4.88 -1.70  -0.1100
75 C -0.17 -4.75 -2.97  -0.1143
76 C -1.44 -3.94 -2.85  -0.2079
77 C -2.18 -3.67 -4.01  -0.0445
78 C -3.37 -2.94 -3.94  -0.0810
79 C -3.83 -2.48 -2.69  -0.1021
80 C -3.10 -2.76 -1.53  -0.0830
81 C -1.91 -3.49 -1.62  -0.0314
82 C 1.46 -3.90 -1.31  -0.1492
83 C 1.58 -2.66 -1.99  -0.1063
84 N 2.48 -1.76 -1.60  0.0184
85 C 3.32 -1.96 -0.61  -0.1056
86 C 3.24 -3.13 0.19  -0.1490
87 C 2.30 -4.12 -0.18  -0.0919
88 C 6.65 -3.16 0.31  -0.0320
89 C 7.93 -3.11 -0.25  -0.0726
90 H 9.78 -2.00 -0.38  0.1009
91 H 9.03 -0.23 1.21  0.1017
92 H 6.73 -0.36 2.22  0.1106
93 H 4.96 -2.40 2.92  0.1268
94 H 4.34 -1.25 1.73  0.1206
95 H 4.46 -4.52 2.92  0.1289
96 H 2.77 -3.92 2.93  0.1316
97 H 4.01 -6.08 1.18  0.1326
98 H 2.63 -6.23 2.30  0.1244
99 H 1.41 -7.17 0.62  0.1253
100 H 0.20 -5.88 0.86  0.1303
101 H 1.52 -6.77 -1.74  0.1353
102 H -0.22 -6.73 -1.32  0.1289
103 H 0.48 -4.33 -3.75  0.1274
104 H -0.41 -5.78 -3.29  0.1306
105 H -1.80 -4.04 -4.96  0.1175
106 H -3.93 -2.73 -4.84  0.1035
107 H -4.76 -1.92 -2.63  0.0850
108 H -3.45 -2.41 -0.56  0.0960
109 H -1.34 -3.72 -0.72  0.1094
110 H 0.95 -2.42 -2.85  0.1024
111 H 4.07 -1.18 -0.41  0.1028
112 H 5.98 -3.99 0.07  0.1093
113 H 8.24 -3.89 -0.94  0.1030

***

Record 2
Density functional theory data (wB97M-V/def2-TZVPD) for an isolated molecule of C24H32N4O4S.

Computed properties:
Frontier orbital gap (Eh): 0.31184
SMILES: Cc1cccc(NC(=O)NCC2CCN(c3ccc(S(=O)(=O)N4CCOCC4)cc3)CC2)c1

Last column: natural (NBO) charge in e.
Atoms and positions in Å:
1 C -0.08 -10.81 1.11  -0.6288
2 C -0.35 -9.78 0.05  0.0184
3 C -0.31 -10.14 -1.30  -0.2500
4 C -0.57 -9.20 -2.27  -0.1769
5 C -0.86 -7.89 -1.94  -0.2832
6 C -0.90 -7.52 -0.60  0.2536
7 N -1.17 -6.21 -0.18  -0.6351
8 C -1.54 -5.13 -0.94  0.7880
9 O -1.65 -5.12 -2.14  -0.6495
10 N -1.81 -4.02 -0.17  -0.6358
11 C -2.09 -2.75 -0.81  -0.2103
12 C -0.82 -2.01 -1.26  -0.2340
13 C -1.20 -0.77 -2.08  -0.4048
14 C 0.06 0.01 -2.48  -0.2046
15 N 0.81 0.41 -1.31  -0.4214
16 C 0.56 1.60 -0.68  0.2039
17 C 0.67 1.75 0.72  -0.2525
18 C 0.47 2.98 1.32  -0.1621
19 C 0.16 4.09 0.56  -0.3986
20 S -0.10 5.67 1.32  2.3173
21 O 0.01 5.53 2.75  -0.9544
22 O -1.29 6.27 0.80  -0.9428
23 N 1.20 6.52 0.66  -0.6727
24 C 0.99 7.94 0.45  -0.2615
25 C 1.21 8.72 1.74  -0.0896
26 O 2.49 8.47 2.27  -0.5256
27 C 2.66 7.10 2.57  -0.0962
28 C 2.47 6.24 1.31  -0.2585
29 C 0.06 3.98 -0.81  -0.1466
30 C 0.26 2.76 -1.42  -0.2595
31 C 1.23 -0.76 -0.57  -0.2085
32 C 0.04 -1.58 -0.07  -0.4221
33 C -0.64 -8.47 0.38  -0.2913
34 H -0.82 -11.61 1.05  0.2210
35 H -0.12 -10.37 2.10  0.2106
36 H 0.90 -11.25 0.96  0.2204
37 H -0.09 -11.16 -1.57  0.2078
38 H -0.54 -9.48 -3.32  0.2127
39 H -1.06 -7.15 -2.70  0.2531
40 H -1.18 -6.10 0.83  0.3862
41 H -1.52 -3.99 0.79  0.3834
42 H -2.69 -2.98 -1.70  0.2302
43 H -2.67 -2.14 -0.13  0.1964
44 H -0.24 -2.69 -1.89  0.2113
45 H -1.74 -1.07 -2.97  0.2173
46 H -1.84 -0.12 -1.48  0.2017
47 H -0.23 0.88 -3.07  0.2105
48 H 0.70 -0.62 -3.10  0.1965
49 H 0.89 0.90 1.35  0.2079
50 H 0.54 3.08 2.40  0.2399
51 H -0.04 8.06 0.10  0.2420
52 H 1.69 8.28 -0.32  0.2018
53 H 1.16 9.80 1.57  0.1963
54 H 0.44 8.43 2.47  0.1740
55 H 3.67 6.99 2.96  0.1930
56 H 1.92 6.78 3.32  0.1931
57 H 2.48 5.18 1.56  0.2190
58 H 3.27 6.45 0.59  0.2056
59 H -0.17 4.86 -1.39  0.2346
60 H 0.20 2.71 -2.50  0.2144
61 H 1.89 -0.47 0.25  0.2109
62 H 1.82 -1.38 -1.26  0.1998
63 H 0.41 -2.46 0.47  0.2078
64 H -0.55 -0.97 0.62  0.2011
65 H -0.67 -8.18 1.42  0.1952

***

Record 3
Density functional theory data (wB97M-V/def2-TZVPD) for a structure of composition C9H10O4P2.

Computed properties:
Frontier orbital gap (spin up / spin down) (Eh): 0.19163 / 0.32151

Last column: natural (NBO) charge in e.
Atoms and positions in Å:
1 C 3.80 -0.20 0.74  -0.2104
2 C 3.18 -1.44 0.45  -0.2135
3 C 3.15 1.00 0.39  -0.2237
4 C 2.03 -1.53 -0.26  -0.2627
5 C 1.97 0.90 -0.40  0.2565
6 C 1.45 -0.35 -0.75  0.2386
7 C -2.98 0.35 -0.30  -0.4735
8 C -2.42 1.51 0.47  -0.0641
9 C -2.69 -1.11 0.15  -0.0961
10 O 1.28 2.02 -0.75  -0.7690
11 O 0.20 -0.35 -1.27  -0.8053
12 O -1.06 1.69 0.28  -0.8211
13 O -1.38 -1.61 0.15  -0.7903
14 P -0.91 -1.64 -1.44  1.0814
15 P -0.31 1.99 -1.17  1.0839
16 H 4.70 -0.05 1.32  0.2157
17 H 3.67 -2.22 0.91  0.2117
18 H 3.35 1.92 0.69  0.2137
19 H 1.56 -2.57 -0.34  0.2318
20 H -4.14 0.52 -0.36  0.2258
21 H -2.77 0.34 -1.30  0.2178
22 H -2.93 2.36 0.29  0.1772
23 H -2.37 1.45 1.62  0.1984
24 H -2.94 -1.12 1.28  0.1945
25 H -3.41 -1.83 -0.41  0.1825

***

Record 4
Density functional theory data (wB97M-V/def2-TZVPD) for an isolated molecule of C2H2F2O2.

Computed properties:
Frontier orbital gap (Eh): 0.35330
SMILES: O/C(F)=C(/O)F

Last column: natural (NBO) charge in e.
Atoms and positions in Å:
1 O 1.02 -1.56 0.52  -0.6649
2 C 0.32 -0.43 0.42  0.5247
3 F 1.09 0.67 0.47  -0.3064
4 C -0.98 -0.25 0.24  0.4721
5 O -1.36 1.32 0.28  -0.7183
6 F -1.98 -1.10 0.18  -0.2844
7 H 1.96 -1.34 0.58  0.5051
8 H -2.27 1.33 -0.05  0.4721

***

no.,largest force on an atom (eV Å⁻¹)
1,1.6
2,1.1
3,6.0
4,5.0